{"formula": "C41H54CrN2OPS4", "method": "the ωB97M-V functional and the def2-TZVPD basis", "multiplicity": 4, "max_force_ev_per_a": 1.0, "lumo_ev": [-0.872, -1.009], "energy_ha": -4758.0762, "elements": ["Cr", "S", "S", "S", "S", "P", "O", "N", "N", "C", "C", "C", "C", "C", "C", "C", "C", "C", "C", "C", "C", "C", "C", "C", "C", "C", "C", "C", "C", "C", "C", "C", "C", "C", "C", "C", "C", "C", "C", "C", "C", "C", "C", "C", "C", "C", "C", "C", "C", "C", "H", "H", "H", "H", "H", "H", "H", "H", "H", "H", "H", "H", "H", "H", "H", "H", "H", "H", "H", "H", "H", "H", "H", "H", "H", "H", "H", "H", "H", "H", "H", "H", "H", "H", "H", "H", "H", "H", "H", "H", "H", "H", "H", "H", "H", "H", "H", "H", "H", "H", "H", "H", "H", "H"], "xyz": [[-0.61484, 0.78134, -0.62789], [-2.01308, 2.55615, -4.58101], [1.17158, 1.95393, -3.59767], [-1.04913, 3.11318, -0.99002], [-2.88617, 0.68757, 0.05678], [0.67124, -2.21192, 0.31722], [0.10058, 1.38708, 1.07881], [-1.31028, 0.15675, -2.45718], [0.06641, -0.94273, -0.34818], [1.91089, 2.42921, 3.16411], [-3.96068, 4.94245, 1.10097], [1.62570, 1.68897, -6.23304], [-1.55758, 1.80022, 4.71934], [-3.15016, -0.59679, -3.77397], [2.62193, 2.64797, 1.85074], [0.78872, -3.49792, 2.94350], [0.01746, 1.79671, -7.98723], [0.35956, -5.09154, 0.00637], [-1.66535, -3.67492, 0.40332], [-0.54720, -3.58162, -1.78702], [-4.72993, 3.89470, 1.61048], [3.29055, -3.41706, 0.62844], [2.64687, 2.59626, 4.32701], [-0.30566, 1.82362, 2.15027], [2.91019, 2.65033, 6.82390], [1.34159, 1.59140, -7.57956], [2.07466, 2.48170, 5.58724], [-0.75686, -1.55863, 2.63679], [2.48867, -2.39717, -0.18887], [-0.47073, -0.19358, -3.45681], [-0.96284, 2.09286, -7.06315], [-0.94184, -0.77858, -4.61750], [-4.37565, 2.59768, 1.30092], [0.98237, 0.15113, -3.34245], [-3.25823, 2.35924, 0.49821], [-2.84962, 4.70190, 0.31799], [0.62749, 1.97400, -5.29067], [-0.70929, 2.20123, -5.66645], [-2.62205, 0.00081, -2.64479], [2.52163, -2.83846, -1.66171], [-2.44605, 3.39134, 0.00273], [-0.07779, 2.07014, 4.55470], [0.70603, 2.23383, 5.68057], [0.59555, -2.16254, 2.22120], [1.67591, -1.17200, 2.69150], [-0.28713, -3.73402, -0.27599], [-3.56229, 0.60259, -1.64351], [3.17025, -1.01519, -0.10618], [0.53756, 2.13196, 3.28503], [-2.29642, -1.00396, -4.77206], [-3.76119, 1.63318, -1.94606], [-4.24033, 5.96501, 1.32384], [1.57274, -0.35645, -4.10113], [3.07117, 3.64234, 1.85294], [-1.86635, 0.88274, 4.21556], [-5.59800, 4.09214, 2.22575], [2.84409, -4.41013, 0.60215], [2.47251, -0.20949, -0.33108], [-2.10257, -2.67702, 0.31517], [-2.33553, -4.38045, -0.09400], [-0.69015, -1.23400, 3.68138], [-1.80370, 1.69980, 5.77442], [-1.38327, 1.97416, 2.27280], [-0.24042, -1.02353, -5.40362], [2.67346, -1.60455, 2.67487], [-1.57800, -2.26766, 2.56705], [-2.26350, 5.52270, -0.07460], [-1.62427, -3.95339, 1.45554], [-1.98296, 2.25740, -7.38366], [-0.03672, -4.18603, 2.76611], [3.41259, -3.12403, 1.66861], [1.71698, -3.99543, 2.66594], [3.70300, 2.83313, 4.24178], [1.87040, -2.22897, -2.28729], [3.98537, -0.96827, -0.83258], [-4.22201, -0.70456, -3.86997], [1.28046, -5.23288, -0.55717], [3.59803, -0.83020, 0.87834], [-1.42764, -4.17068, -2.05864], [2.40686, 2.24082, 7.69843], [2.24311, -3.88356, -1.78243], [2.64316, 1.54410, -5.88308], [1.46621, -0.88038, 3.72643], [3.87549, 2.15640, 6.71275], [0.57848, -5.24406, 1.06151], [4.29225, -3.49424, 0.19435], [-0.33269, -5.87959, -0.30538], [-0.75013, -2.54088, -2.03892], [0.28123, -3.93497, -2.39604], [1.97540, 2.57259, 0.98670], [3.54412, -2.73077, -2.03304], [0.24532, 2.16374, 6.66019], [-0.99919, -0.69696, 2.01892], [0.82640, -3.30722, 4.02147], [-2.68329, -1.45562, -5.67593], [-2.15618, 2.61930, 4.31256], [3.10333, 3.70899, 7.01207], [3.43223, 1.92448, 1.73455], [2.12547, 1.37702, -8.29591], [-4.49538, 0.04713, -1.59556], [1.67707, -0.26646, 2.08413], [1.36215, -0.09006, -2.35120], [-4.96101, 1.75995, 1.66455], [-0.24111, 1.72574, -9.03881]], "atomic_forces_ev_per_a": [[-0.500, -0.752, -0.406], [0.115, 0.163, -0.196], [-0.075, -0.084, 0.101], [-0.022, 0.100, -0.316], [0.106, -0.106, -0.176], [0.054, -0.277, 0.132], [0.559, 0.086, 0.755], [0.098, -0.203, -0.454], [0.133, 0.668, 0.068], [-0.040, 0.012, -0.094], [0.033, 0.020, -0.021], [-0.039, 0.015, -0.019], [0.091, 0.027, -0.047], [-0.159, -0.050, 0.088], [-0.019, -0.031, 0.059], [0.016, 0.046, 0.065], [0.003, -0.001, 0.147], [-0.055, -0.032, -0.040], [-0.004, -0.020, 0.008], [-0.055, -0.020, 0.005], [-0.028, 0.003, 0.033], [0.030, 0.012, -0.085], [0.023, 0.024, 0.034], [-0.126, 0.130, -0.035], [-0.013, 0.037, -0.013], [-0.100, 0.021, -0.030], [-0.065, -0.021, -0.014], [0.025, -0.044, 0.081], [-0.121, 0.079, 0.002], [0.043, -0.051, 0.109], [0.137, -0.007, 0.001], [-0.039, -0.112, -0.112], [0.042, -0.051, -0.028], [-0.294, 0.345, 0.139], [-0.078, -0.008, 0.117], [-0.011, 0.013, 0.048], [0.496, 0.036, -0.066], [-0.436, 0.039, -0.108], [0.057, 0.009, 0.212], [0.041, 0.011, 0.001], [0.056, -0.104, 0.054], [-0.098, -0.027, -0.048], [0.066, -0.008, 0.096], [0.005, 0.116, -0.188], [-0.065, 0.011, 0.047], [-0.019, 0.161, 0.012], [0.041, 0.050, 0.055], [0.048, -0.071, 0.044], [0.107, 0.102, 0.095], [0.128, -0.085, -0.114], [0.047, 0.033, 0.002], [0.020, -0.007, -0.011], [-0.033, -0.161, 0.009], [0.038, -0.021, 0.023], [-0.005, 0.007, 0.034], [0.029, 0.007, -0.017], [0.047, 0.008, 0.007], [-0.011, 0.029, -0.035], [-0.009, -0.039, 0.002], [0.028, -0.010, 0.002], [0.015, -0.033, -0.039], [0.009, 0.013, 0.007], [-0.032, -0.066, 0.047], [0.003, 0.008, 0.013], [0.004, 0.014, -0.010], [0.010, 0.041, -0.002], [-0.006, 0.009, 0.023], [-0.016, 0.008, -0.044], [-0.017, 0.004, -0.020], [0.016, 0.021, 0.032], [0.019, 0.006, -0.020], [-0.032, 0.000, 0.038], [-0.020, -0.025, 0.015], [0.016, -0.013, 0.010], [-0.007, -0.028, 0.033], [0.017, 0.022, 0.003], [-0.028, -0.018, -0.013], [-0.024, 0.005, -0.022], [0.044, -0.035, 0.026], [0.015, 0.005, 0.002], [0.002, 0.025, -0.004], [-0.053, 0.013, 0.013], [0.006, -0.028, -0.037], [-0.006, 0.005, 0.006], [-0.010, -0.039, -0.041], [-0.018, -0.002, 0.002], [0.001, 0.006, 0.003], [-0.022, 0.005, -0.019], [-0.017, 0.026, 0.006], [-0.021, 0.032, -0.024], [-0.011, -0.004, 0.016], [0.018, -0.014, -0.026], [-0.058, 0.007, -0.026], [-0.001, -0.002, -0.025], [0.026, 0.012, -0.006], [-0.003, -0.024, 0.002], [-0.005, -0.015, -0.002], [-0.030, -0.012, -0.005], [-0.042, -0.001, 0.018], [-0.053, 0.025, -0.045], [-0.002, -0.008, 0.027], [0.052, -0.011, 0.053], [0.029, 0.031, -0.021], [-0.008, 0.018, 0.039]], "lowdin_spin": [2.88, 0.00, 0.01, -0.01, -0.03, 0.02, 0.02, -0.01, 0.03, 0.00, 0.00, 0.00, 0.00, 0.00, 0.00, 0.00, 0.00, 0.00, 0.00, 0.00, 0.01, 0.00, 0.00, 0.01, 0.00, 0.00, 0.00, 0.00, 0.00, 0.01, 0.00, 0.00, 0.00, 0.01, 0.01, 0.00, 0.00, 0.00, 0.01, 0.00, 0.00, 0.00, 0.00, 0.01, 0.00, 0.01, 0.01, 0.00, 0.00, 0.01, 0.00, 0.00, 0.00, 0.00, 0.00, 0.00, 0.00, 0.00, 0.00, 0.00, 0.00, 0.00, 0.00, 0.00, 0.00, 0.00, 0.00, 0.00, 0.00, 0.00, 0.00, 0.00, 0.00, 0.00, 0.00, 0.00, 0.00, 0.00, 0.00, 0.00, 0.00, 0.00, 0.00, 0.00, 0.00, 0.00, 0.00, 0.00, 0.00, 0.00, 0.00, 0.00, 0.00, 0.00, 0.00, 0.00, 0.00, 0.00, 0.00, 0.00, 0.00, 0.00, 0.00, 0.00]}